DFT (ωB97M-V/def2-TZVPD) results for 2 unconnected molecules or ions with the total composition C26H41ClN4O8P at a distorted geometry.

Last column: Löwdin charge in e.
Geometry (Å):
C1 0.036 -4.613 0.401  -0.124
C2 0.642 -4.382 1.872  -0.243
C3 -0.077 -3.182 2.616  -0.213
C4 0.898 -2.214 3.396  -0.202
C5 0.059 -1.354 4.457  -0.196
C6 0.056 0.198 4.138  -0.198
C7 -1.038 0.592 3.034  -0.177
C8 -0.296 0.625 1.642  -0.195
C9 -1.253 1.048 0.433  -0.151
C10 -0.371 0.910 -0.866  -0.094
C11 -0.414 -0.330 -1.712  -0.159
O1 -1.293 -1.338 -1.326  -0.106
C12 -2.510 -1.339 -2.101  -0.130
C13 -3.710 -1.593 -1.095  -0.170
O2 -4.616 -0.469 -1.090  -0.194
C14 -5.089 -0.179 0.233  -0.270
C15 -6.348 0.775 0.058  -0.083
C16 0.463 -0.401 -2.874  -0.028
C17 0.386 -1.743 -3.707  -0.116
C18 1.783 -2.423 -3.899  -0.250
N1 2.322 -3.116 -2.959  0.081
C19 1.392 0.721 -3.275  -0.142
N2 2.158 0.517 -4.414  0.119
C20 2.968 1.589 -4.624  -0.056
C21 3.037 2.808 -3.774  -0.213
C22 4.062 3.935 -4.158  -0.089
C23 4.819 4.479 -2.861  -0.160
O3 6.263 4.425 -3.011  -0.075
C24 6.884 3.825 -1.924  -0.321
O4 6.711 4.111 -0.770  0.081
N3 2.251 3.015 -2.685  0.137
C25 1.412 1.936 -2.438  -0.168
C26 0.509 2.021 -1.224  -0.190
P1 0.587 3.609 -0.204  0.742
N4 0.484 4.885 -1.178  -0.350
H1 0.740 -4.230 -0.389  0.055
H2 -0.925 -4.034 0.294  0.051
H3 -0.223 -5.696 0.217  0.061
H4 1.754 -4.272 1.769  0.096
H5 0.450 -5.357 2.415  0.097
H6 -0.809 -3.639 3.344  0.123
H7 -0.596 -2.568 1.823  0.089
H8 1.515 -1.548 2.730  0.098
H9 1.630 -2.863 3.969  0.105
H10 -1.015 -1.688 4.423  0.080
H11 0.483 -1.462 5.498  0.111
H12 -0.019 0.848 5.057  0.107
H13 1.071 0.431 3.684  0.092
H14 -1.883 -0.155 3.025  0.115
H15 -1.451 1.612 3.308  0.113
H16 0.609 1.300 1.667  0.101
H17 0.033 -0.425 1.413  0.102
H18 -2.145 0.355 0.383  0.095
H19 -1.670 2.079 0.563  0.084
H20 -2.550 -2.168 -2.870  0.126
H21 -2.700 -0.336 -2.585  0.148
H22 -3.347 -1.811 -0.043  0.132
H23 -4.333 -2.493 -1.398  0.130
H24 -4.322 0.339 0.880  0.114
H25 -5.421 -1.124 0.762  0.127
H26 -6.015 1.775 -0.336  0.073
H27 -6.896 0.914 1.036  0.080
H28 -7.019 0.326 -0.732  0.077
H29 -0.163 -1.554 -4.670  0.119
H30 -0.241 -2.482 -3.124  0.107
H31 2.302 -2.312 -4.899  0.107
H32 3.206 -3.459 -3.369  0.044
H33 3.668 1.532 -5.502  0.114
H34 3.484 4.816 -4.570  0.123
H35 4.765 3.597 -4.962  0.112
H36 4.544 5.562 -2.712  0.132
H37 4.509 3.905 -1.944  0.118
H38 7.605 2.988 -2.171  0.153
H39 1.780 3.604 0.582  0.007
H40 -0.505 3.707 0.700  0.005
H41 1.352 5.413 -1.026  -0.067
O5 -3.787 -1.451 7.855  -0.385
Cl1 -2.884 -1.356 6.731  0.617
O6 -3.529 -0.633 5.652  -0.398
O7 -2.535 -2.686 6.276  -0.396
O8 -1.684 -0.652 7.131  -0.391

Cartesian forces (eV/Å) of the 6 atoms listed first:
C -0.05 0.26 0.32
C -0.70 -0.74 -0.86
C 0.95 -0.05 -0.35
C -0.48 -0.54 1.08
C 0.26 0.82 -0.23
C 0.23 -0.15 -0.63

Summary:
net charge	-1
spin multiplicity	1
electronic energy	-2637.40941	a.u.
highest occupied orbital energy	-6.00	eV
maximum force	3.71	eV/A

DFT (ωB97M-V/def2-TZVPD) results for 2 unconnected molecules or ions with the total composition C3H7NO at a distorted geometry.

Last column: Löwdin charge in e.
Geometry (Å):
C1 0.891 1.304 0.238  -0.139
C2 0.093 -1.260 0.062  -0.136
C3 0.141 0.181 -0.494  -0.257
N1 -2.116 0.586 -0.256  0.078
O1 -2.549 -0.377 0.235  -0.064
H1 0.231 1.521 1.202  0.099
H2 1.856 0.736 0.635  0.098
H3 1.194 2.224 -0.303  0.061
H4 -0.992 -1.539 0.291  0.054
H5 0.817 -1.593 0.769  0.049
H6 0.229 -1.994 -0.800  0.084
H7 0.204 0.211 -1.578  0.074

Cartesian forces (eV/Å) of the 6 atoms listed first:
C -0.06 -2.12 2.54
C -1.52 -0.10 -3.05
C -0.42 -0.46 0.38
N 0.85 -1.42 0.54
O 0.14 1.42 -0.67
H 1.64 0.05 -1.82

Summary:
spin multiplicity	1
electronic energy	-248.33125	a.u.
ΔE to the lowest compared entry with this formula, charge and spin	512.6	kJ/mol
highest occupied orbital energy (spin up / spin down)	-7.58 / -8.12	eV
maximum force	3.41	eV/A

DFT (ωB97M-V/def2-TZVPD) results for 2 unconnected molecules or ions with the total composition CHBrF2N2O2 at a distorted geometry.

Last column: Löwdin charge in e.
Geometry (Å):
C1 -0.163 -0.571 0.132  -0.549
N1 0.219 -1.208 -1.034  -0.113
N2 1.454 -0.356 1.454  -0.342
O1 2.362 0.150 0.901  0.112
O2 1.153 -0.841 2.464  0.054
F1 0.976 -0.515 -1.956  0.024
F2 1.150 -2.241 -0.617  -0.039
Br1 -1.346 -1.591 1.237  0.779
H1 -0.557 0.431 0.298  0.075

Cartesian forces (eV/Å) of the 6 atoms listed first:
C 1.14 0.98 3.82
N 0.69 -2.02 -0.97
N -3.80 -0.48 -4.44
O 1.34 0.36 0.89
O 1.16 -0.21 2.17
F -0.42 0.51 1.11

Summary:
spin multiplicity	1
electronic energy	-3072.12625	a.u.
ΔE to the lowest compared entry with this formula, charge and spin	182.1	kJ/mol
highest occupied orbital energy (spin up / spin down)	-9.53 / -9.53	eV
maximum force	5.86	eV/A

DFT (ωB97M-V/def2-TZVPD) results for a single C4H7NO2S molecule at a distorted geometry.

Last column: Löwdin charge in e.
Geometry (Å):
C1 0.852 -1.892 0.223  -0.480
N1 -0.381 -1.978 0.249  0.009
O1 -0.787 -1.304 -0.902  -0.246
C2 -1.528 -0.121 -0.596  -0.219
C3 -0.752 0.870 0.103  -0.305
O2 0.363 1.553 -0.471  -0.218
C4 1.605 0.955 0.018  -0.412
S1 1.779 -0.724 -0.750  0.902
H1 1.301 -2.361 1.216  0.125
H2 -1.502 0.275 -1.717  0.181
H3 -2.605 -0.126 -0.144  0.157
H4 -0.385 0.711 1.162  0.110
H5 -1.654 1.658 0.436  0.176
H6 1.276 0.816 1.225  0.139
H7 2.418 1.668 -0.052  0.080

Cartesian forces (eV/Å) of the 6 atoms listed first:
C 3.27 0.09 4.81
N -1.58 -0.19 -1.14
O -2.75 -0.10 0.10
C -0.57 -0.04 -3.90
C -0.95 4.74 4.39
O 0.55 -0.68 -0.20

Summary:
SMILES	C1=N\OCCOCS/1
spin multiplicity	1
electronic energy	-759.84046	a.u.
ΔE to the lowest compared entry with this formula, charge and spin	619.9	kJ/mol
highest occupied orbital energy	-9.09	eV
maximum force	6.53	eV/A

DFT (ωB97M-V/def2-TZVPD) results for a molecular structure, C33H65Cl42InN3OS2 at a distorted geometry.

Last column: Löwdin charge in e.
Geometry (Å):
C1 4.341 -1.276 -0.324  -0.115
C2 4.474 -0.011 -1.171  -0.236
C3 3.425 0.004 -2.306  -0.385
O1 2.344 0.839 -1.982  -0.390
In1 2.543 2.790 -2.713  0.634
C4 4.453 3.799 -2.180  -0.295
C5 4.626 4.141 -0.673  -0.364
N1 5.788 3.497 -0.033  -0.016
C6 0.704 3.839 -2.038  -0.281
C7 0.602 4.084 -0.534  -0.356
C8 0.953 2.870 0.342  -0.465
S1 -0.489 1.895 0.885  0.854
C9 -1.337 1.364 -0.576  -1.040
S2 -2.824 1.928 -0.881  0.701
N2 -0.788 0.401 -1.458  -0.115
C10 -0.520 0.539 -2.799  -0.055
C11 -0.074 -0.665 -3.187  -0.257
N3 -0.034 -1.542 -2.132  0.035
C12 -0.447 -0.866 -1.106  -0.127
H1 5.052 -1.216 0.505  0.066
H2 3.321 -1.362 0.055  0.074
H3 4.603 -2.160 -0.897  0.046
H4 4.409 0.891 -0.565  0.094
H5 5.450 -0.096 -1.669  0.086
H6 3.886 0.357 -3.236  0.029
H7 3.055 -1.026 -2.419  0.080
H8 2.499 2.693 -4.524  -0.076
H9 5.250 3.101 -2.431  -0.037
H10 4.649 4.689 -2.779  -0.005
H11 4.819 5.219 -0.609  0.076
H12 3.730 3.962 -0.073  0.066
H13 6.581 4.120 -0.052  -0.004
H14 6.024 2.632 -0.503  0.040
H15 -0.156 3.293 -2.424  -0.003
H16 0.684 4.810 -2.545  0.029
H17 -0.441 4.339 -0.314  0.058
H18 1.176 4.944 -0.195  0.086
H19 1.681 2.183 -0.097  0.044
H20 1.392 3.241 1.270  0.073
H21 -0.647 1.432 -3.375  0.122
H22 0.205 -0.888 -4.197  0.033
H23 -0.544 -1.260 -0.108  0.134
C13 6.554 -5.584 -2.320  -1.057
Cl1 6.712 -5.064 -0.639  0.489
Cl2 5.839 -4.333 -3.348  0.483
H24 7.539 -5.827 -2.703  -0.008
H25 5.917 -6.460 -2.350  -0.001
C14 -1.715 8.131 0.689  -1.017
Cl3 0.005 8.123 0.285  0.512
Cl4 -2.384 6.499 0.802  0.495
H26 -1.843 8.624 1.646  0.022
H27 -2.249 8.671 -0.084  0.023
C15 -5.266 2.908 2.010  -1.046
Cl5 -4.300 4.333 1.628  0.468
Cl6 -5.176 2.495 3.731  0.522
H28 -6.302 3.107 1.760  -0.002
H29 -4.892 2.070 1.431  -0.017
C16 -1.265 -2.892 -3.849  -1.024
Cl7 -1.711 -2.022 -5.321  0.535
Cl8 -2.638 -3.814 -3.196  0.518
H30 -0.465 -3.585 -4.081  0.008
H31 -0.937 -2.176 -3.101  -0.091
C17 3.326 -6.570 1.417  -1.008
Cl9 4.669 -7.717 1.236  0.521
Cl10 3.261 -5.430 0.079  0.525
H32 2.398 -7.129 1.450  0.018
H33 3.465 -6.018 2.340  0.028
C18 -6.821 1.508 -2.403  -0.988
Cl11 -6.515 2.624 -1.060  0.564
Cl12 -5.734 0.124 -2.348  0.513
H34 -7.844 1.155 -2.335  0.027
H35 -6.669 2.039 -3.336  0.030
C19 -4.297 -3.787 0.108  -1.040
Cl13 -5.182 -5.140 0.836  0.523
Cl14 -5.077 -2.243 0.429  0.510
H36 -3.298 -3.760 0.525  -0.031
H37 -4.247 -3.929 -0.965  -0.029
C20 7.168 -7.834 -5.627  -1.008
Cl15 8.247 -6.456 -5.862  0.511
Cl16 7.307 -8.502 -3.995  0.529
H38 6.146 -7.505 -5.781  0.028
H39 7.427 -8.607 -6.341  0.021
C21 6.098 2.167 -5.826  -1.030
Cl17 5.268 1.184 -7.044  0.509
Cl18 6.163 1.347 -4.265  0.571
H40 7.109 2.354 -6.165  -0.063
H41 5.560 3.103 -5.708  0.033
C22 3.263 -1.762 -5.777  -0.987
Cl19 4.848 -2.554 -5.762  0.471
Cl20 2.109 -2.567 -4.711  0.600
H42 3.374 -0.733 -5.446  0.005
H43 2.886 -1.791 -6.793  0.027
C23 -8.920 5.210 -0.448  -1.054
Cl21 -9.516 6.024 -1.901  0.505
Cl22 -10.201 5.020 0.761  0.497
H44 -8.550 4.230 -0.722  -0.048
H45 -8.120 5.804 -0.016  -0.063
C24 -3.107 -7.636 2.627  -1.032
Cl23 -1.350 -7.617 2.437  0.501
Cl24 -3.765 -9.273 2.474  0.509
H46 -3.355 -7.253 3.610  0.029
H47 -3.548 -7.013 1.859  -0.042
C25 -6.865 3.693 6.789  -1.072
Cl25 -8.301 3.721 5.756  0.492
Cl26 -6.713 5.178 7.738  0.493
H48 -6.942 2.851 7.474  -0.079
H49 -5.989 3.592 6.158  -0.022
C26 -3.757 -13.159 2.680  -1.039
Cl27 -3.026 -14.202 1.455  0.499
Cl28 -3.390 -13.719 4.316  0.495
H50 -3.368 -12.154 2.560  -0.020
H51 -4.833 -13.163 2.544  0.025
C27 7.443 -9.697 2.363  -1.042
Cl29 8.573 -8.653 1.495  0.500
Cl30 7.660 -11.400 1.932  0.493
H52 7.610 -9.583 3.427  0.025
H53 6.433 -9.400 2.107  -0.054
C28 -7.321 0.941 10.406  -1.044
Cl31 -6.203 1.945 9.472  0.573
Cl32 -6.963 -0.783 10.227  0.512
H54 -7.232 1.209 11.452  0.002
H55 -8.331 1.127 10.051  -0.053
C29 7.129 6.861 -2.206  -1.002
Cl33 7.447 5.542 -3.335  0.508
Cl34 7.815 6.547 -0.605  0.522
H56 7.575 7.768 -2.598  0.019
H57 6.055 6.983 -2.106  0.022
C30 -8.159 8.709 0.763  -1.007
Cl35 -6.750 7.640 0.768  0.543
Cl36 -8.268 9.645 -0.732  0.503
H58 -9.054 8.105 0.863  0.012
H59 -8.073 9.395 1.597  0.025
C31 -3.041 -1.744 3.725  -1.001
Cl37 -2.430 -3.206 2.935  0.529
Cl38 -2.673 -0.348 2.720  0.511
H60 -4.117 -1.809 3.842  0.027
H61 -2.559 -1.652 4.692  0.027
C32 -10.238 2.543 12.211  -0.994
Cl39 -10.598 1.990 10.570  0.549
Cl40 -8.813 3.587 12.256  0.532
H62 -11.090 3.103 12.580  0.023
H63 -10.058 1.677 12.838  0.028
C33 10.445 4.122 -5.858  -0.995
Cl41 10.285 4.451 -7.589  0.504
Cl42 8.933 3.550 -5.153  0.542
H64 11.202 3.359 -5.718  0.026
H65 10.737 5.037 -5.355  0.027

Cartesian forces (eV/Å) of the 6 atoms listed first:
C 0.21 0.61 0.39
C 0.25 -1.14 -1.04
C -0.47 0.73 0.85
O 0.06 0.14 0.13
In -0.16 0.57 -0.77
C -0.23 -0.37 0.86

Summary:
net charge	-1
spin multiplicity	1
electronic energy	-21850.32006	a.u.
highest occupied orbital energy	-5.01	eV
maximum force	2.28	eV/A

DFT (ωB97M-V/def2-TZVPD) results for a single CH4N2P2 molecule at a distorted geometry.

Last column: Löwdin charge in e.
Geometry (Å):
H1 0.513 -0.946 -1.485  -0.091
N1 0.369 0.011 -1.761  -0.037
C1 -0.907 0.122 -0.595  -0.882
P1 -2.010 1.272 0.121  0.707
P2 -0.637 -0.607 1.009  0.704
N2 1.030 -0.510 1.038  -0.253
H2 -1.137 2.277 0.019  -0.165
H3 1.434 -1.406 1.465  0.076
H4 1.344 -0.212 0.188  -0.060

Cartesian forces (eV/Å) of the 6 atoms listed first:
H 0.62 -0.95 -0.06
N -5.67 1.49 4.17
C 5.12 -1.41 -3.83
P -0.50 -1.53 0.71
P -1.19 0.44 -1.00
N -0.90 -2.89 4.03

Summary:
SMILES	[H]/N=C1/[PH]#P1N
spin multiplicity	1
electronic energy	-832.52803	a.u.
ΔE to the lowest compared entry with this formula, charge and spin	411.7	kJ/mol
highest occupied orbital energy (spin up / spin down)	-8.87 / -7.77	eV
maximum force	7.19	eV/A

Molar mass for every record listed, in sequence, given in g mol⁻¹: 604.1; 73.1; 190.9; 133.2; 2187.9; 106.0.